Entry from the OMol25 dataset: a molecular structure, C6H13NO (wB97M-V/def2-TZVPD).

Structure (XYZ):
```
21
Properties=species:S:1:pos:R:3
C 1.300 -0.238 -0.467
C -0.148 1.052 1.384
C 2.739 -0.597 -0.319
C -1.631 1.278 -0.893
N 0.363 -1.211 -0.437
C -0.927 -1.045 -0.100
C -1.444 0.248 0.210
O -1.511 -2.217 0.372
H -2.409 -2.281 0.028
H 0.688 -2.158 -0.301
H 1.060 0.697 -0.940
H -2.356 0.148 0.802
H 2.878 -1.660 -0.107
H 0.676 1.675 1.046
H -0.887 1.739 1.794
H 0.160 0.345 2.145
H 3.327 -0.351 -1.209
H 3.180 -0.045 0.521
H -1.913 2.241 -0.468
H -0.728 1.419 -1.484
H -2.421 0.961 -1.579
```

LUMO (alpha / beta) in eV: 0.8 / 0.8



Entry from the OMol25 dataset: a single C20H23NO4 molecule (wB97M-V/def2-TZVPD).

Structure (XYZ):
```
48
Properties=species:S:1:pos:R:3
C 0.225 3.039 3.055
C -0.180 3.661 1.727
O -0.299 2.658 0.715
C -1.432 1.975 0.663
O -2.410 2.199 1.323
C -1.356 0.819 -0.330
C -0.570 1.167 -1.579
O 0.607 1.421 -1.615
O -1.361 1.123 -2.646
C -0.766 1.412 -3.916
C -0.673 2.911 -4.157
C -0.695 -0.393 0.387
N 0.595 -0.003 0.879
C 1.382 -0.797 1.679
C 0.918 -1.971 2.275
C 1.737 -2.692 3.124
C 3.027 -2.271 3.394
C 3.498 -1.111 2.798
C 2.690 -0.384 1.951
C -0.680 -1.561 -0.584
C -1.825 -2.330 -0.750
C -1.845 -3.374 -1.656
C -0.717 -3.661 -2.406
C 0.429 -2.901 -2.242
C 0.448 -1.855 -1.337
H 0.395 3.821 3.789
H 1.135 2.455 2.935
H -0.564 2.383 3.414
H -1.136 4.186 1.824
H 0.588 4.344 1.358
H -2.375 0.551 -0.618
H -1.420 0.932 -4.646
H 0.229 0.956 -3.948
H -0.275 3.095 -5.151
H -0.012 3.365 -3.423
H -1.657 3.366 -4.078
H -1.337 -0.649 1.244
H 1.084 0.667 0.299
H -0.079 -2.330 2.069
H 1.360 -3.599 3.575
H 3.660 -2.841 4.057
H 4.506 -0.774 2.995
H 3.061 0.518 1.483
H -2.705 -2.109 -0.162
H -2.740 -3.966 -1.776
H -0.730 -4.476 -3.114
H 1.313 -3.123 -2.822
H 1.346 -1.269 -1.214
```

LUMO in eV: 0.8
SMILES string: CCOC(=O)C(C(=O)OCC)[C@H](Nc1ccccc1)c1ccccc1



Table of energy above the lowest of the compared OMol25 structures with the same formula, charge and spin (kJ/mol), in record order: 433.6 78.8